i:
2 unconnected molecules or ions with the total composition C5H14N2O. Source: OMol25; level of theory: wB97M-V/def2-TZVPD.

Atoms and positions in Å:
C -0.0825 2.0872 -0.3775
C 0.0445 0.5999 -0.6287
C 1.1288 0.0425 -1.1416
N 2.4956 0.3373 -0.8924
C -1.2592 -0.0640 -0.4882
C -1.2504 -0.7642 0.8539
N -2.5346 -1.4617 0.7451
H 0.1342 2.5447 -1.2794
H 0.4554 2.3037 0.5733
H -1.2768 2.2564 -0.3618
H 1.0175 -0.8606 -1.7379
H 3.0201 0.5314 -1.6342
H 2.7060 1.0781 -0.3475
H -1.5568 -0.6283 -1.4088
H -2.1397 0.5850 -0.5612
H -0.2744 -1.3139 0.9340
H -1.1371 -0.0775 1.8479
H -2.6297 -1.9493 1.6844
H -3.1883 -0.7604 0.7585
O 2.2720 -1.8195 1.3658
H 2.7690 -1.0994 0.9138
H 1.2864 -1.5674 1.1827

The value obtained for the LUMO energy is 0.759 eV. The charge is 0. As for the highest occupied orbital energy: -8.37 eV. The SMILES is C/C(=C\N)CCN.O.

---

ii:
2 unconnected molecules or ions with the total composition C5H14N2O. Source: OMol25; level of theory: wB97M-V/def2-TZVPD.

Atoms and positions in Å:
C -1.0704 0.3919 -1.0348
C -2.0855 -1.1168 1.0634
C -0.8040 1.7157 -0.3202
C -0.7868 -0.7964 -0.1376
N -1.4229 -2.0000 -0.3423
H -1.8741 -2.0045 -1.2530
H -0.4395 0.3069 -1.9234
H -2.1142 0.3429 -1.3545
H -1.8047 -1.8420 1.8266
H -1.8459 -0.1592 1.5331
H -3.1530 -1.0325 0.8567
H -0.8602 2.5508 -1.0169
H -1.5194 1.9015 0.4802
H 0.1919 1.7005 0.1190
C 2.9284 0.7167 0.1015
N 2.7104 -0.7130 -0.0343
O 0.4243 -1.0110 0.4433
H 1.5678 -0.9878 -0.2089
H 3.1078 -1.1699 0.7838
H 2.4180 1.1098 0.9941
H 2.4259 1.1968 -0.7408
H 4.0061 0.8996 0.1649

The value obtained for the LUMO energy (alpha / beta) is -0.498 / -0.498 eV. The charge is 0. As for the highest occupied orbital energy (alpha / beta): -6.86 / -6.86 eV.

---

Stability ranking, top entry: i; the second entry is 2.156 eV less favorable.

---

i:
2 unconnected molecules or ions with the total composition C5H12NO. Source: OMol25; level of theory: wB97M-V/def2-TZVPD.

Atoms and positions in Å:
C -0.8018 0.0275 -1.0939
C 0.5856 -0.6469 -0.9300
C 1.5644 0.1902 -0.1498
C 2.8366 0.4246 -0.5443
C 0.1118 0.0686 1.8763
N 1.2591 0.4009 1.2041
H -0.8454 0.4761 -2.0827
H -1.0159 0.8608 -0.4397
H -1.5371 -0.7518 -0.9554
H 1.0178 -0.7697 -1.9176
H 0.5305 -1.6073 -0.4229
H 3.1547 0.1967 -1.5358
H 3.5196 0.8503 0.1792
H 0.1568 0.2109 2.9393
H -0.6781 -0.4733 1.3882
H 2.0574 0.7575 1.7013
H -4.6392 -0.5101 0.2715
H -3.5759 0.6236 0.3036
O -3.7005 -0.3287 0.2085

The value obtained for the LUMO energy (alpha / beta) is 0.814 / 0.772 eV. The charge is 0. Its spin multiplicity is 2. As for the highest occupied orbital energy (alpha / beta): -5.96 / -8.50 eV.

---

ii:
A single C5H12NO molecule. Source: OMol25; level of theory: wB97M-V/def2-TZVPD.

Atoms and positions in Å:
C 1.7132 1.3909 1.0419
O 0.9294 1.8922 2.0742
C 0.9024 0.1870 0.4442
C -0.4561 0.3527 -0.2677
C -0.9420 -0.9467 -0.7756
C -1.4810 -1.8584 -0.0741
N -0.8866 -1.1916 -2.2342
H 1.8339 2.1748 0.2680
H 2.5725 0.8968 1.4804
H 1.4066 2.6222 2.4203
H 0.7371 -0.5389 1.1607
H 1.4068 -0.2851 -0.4749
H -1.1411 0.7725 0.5252
H -0.3479 1.0665 -1.1130
H -1.6642 -1.6545 0.9650
H -1.7396 -2.9107 -0.4899
H -1.2243 -2.0845 -2.5915
H 0.0872 -1.0478 -2.5455
H -1.5760 -0.5608 -2.7719

The value obtained for the LUMO energy (alpha / beta) is 0.807 / 0.673 eV. The charge is 0. Its spin multiplicity is 2. As for the highest occupied orbital energy (alpha / beta): -3.73 / -10.40 eV.

---

Stability ranking, top entry: i; the second entry is 2.555 eV less favorable.

---

i:
2 unconnected molecules or ions with the total composition C4H11N3O. Source: OMol25; level of theory: wB97M-V/def2-TZVPD.

Atoms and positions in Å:
C 0.9622 -0.1076 1.1923
N 0.8799 -1.2286 0.2976
C -0.0216 -2.4239 0.7186
O 1.2749 -1.2577 -1.0566
H 1.3853 -0.4442 2.1372
H 1.5030 0.7096 0.7147
H -0.0587 0.1616 1.4894
H 0.3282 -3.2709 0.1343
H 0.1883 -2.6161 1.7665
H -1.0877 -2.2338 0.5782
H 2.2196 -1.0781 -1.1438
N -1.0389 0.0593 -2.1183
C -0.9149 0.7581 -1.1072
C -1.3232 1.8414 -0.4580
N -0.5116 2.9765 -0.1624
H -0.4057 -0.7339 -2.2111
H -2.2820 1.8560 0.0425
H -1.0857 3.7437 0.1743
H -0.0114 3.2885 -0.9880

The value obtained for the LUMO energy is 0.738 eV. The charge is 0. As for the highest occupied orbital energy: -7.36 eV. The SMILES is CN(C)O.N=C=CN.

---

ii:
A molecular structure, C4H11N3O. Source: OMol25; level of theory: wB97M-V/def2-TZVPD.

Atoms and positions in Å:
C 1.5502 -0.2945 -1.8634
C 0.2616 0.2640 0.1169
C -0.0455 1.3560 1.1904
C -1.5231 -1.1676 0.8832
H 3.0181 -0.6266 -1.6542
H 0.9728 -1.6909 -2.3671
H 1.5810 0.5435 -2.7354
H -0.4574 0.7685 1.9973
H 1.0048 1.4365 1.3759
H -2.0005 2.5592 1.6934
H -0.7911 2.5460 -0.5584
H -1.2505 -1.5541 1.9409
H -1.9854 -0.1151 1.3332
H -2.2889 -1.8150 0.3610
H -0.0180 -2.4074 -1.1832
N 1.0302 0.6767 -0.8987
N -0.7128 2.6410 0.7624
N -0.4334 -0.9166 0.0113
O 0.1961 -2.1751 -0.1614

The value obtained for the LUMO energy is -0.267 eV. The charge is 0. As for the highest occupied orbital energy: -8.58 eV.

---

iii:
A single C4H11N3O molecule. Source: OMol25; level of theory: wB97M-V/def2-TZVPD.

Atoms and positions in Å:
H 1.5762 0.9428 2.4248
N 1.3987 0.1988 1.7459
C 0.4849 0.5884 0.9283
N -0.0864 1.9203 0.9666
C 0.0875 -0.2631 -0.3100
C 0.0720 -1.7599 0.0238
C 1.1039 0.0170 -1.4247
N -1.2409 0.2339 -0.7807
O -2.2454 -0.1990 0.1708
H -0.9327 1.9954 0.4028
H -0.2899 2.1776 1.9249
H -0.2898 -2.3512 -0.8245
H -0.5667 -1.9779 0.8862
H 1.0780 -2.1110 0.2792
H 1.1456 1.0843 -1.6695
H 0.8534 -0.5319 -2.3396
H 2.1118 -0.2814 -1.1154
H -1.4941 -0.2961 -1.6192
H -2.7660 0.6130 0.3302

The value obtained for the LUMO energy is 0.777 eV. The charge is 0. As for the highest occupied orbital energy: -9.47 eV. The SMILES is [H]/N=C(\N)C(C)(C)NO.

---

Stability ranking, top entry: iii; the second entry is 3.643 eV less favorable.